The following is a DFT calculation (the ωB97M-V functional and the def2-TZVPD basis) of a structure of composition C24H25N8O4V.

Results
- expectation value of S² = 3.7579
- charge = +1
- gap between HOMO and LUMO (alpha / beta) (eV) = 7.72 / 8.29
- 2S+1 = 4
- relative energy (zero: lowest compared OMol25 entry of this formula, charge and spin) (kcal/mol) = 4.1

Last column: Löwdin spin population.
Positions of all 62 atoms, in Å:
V  -3.52  -18.45  6.63  2.780
O  -4.37  -18.40  8.56  0.026
C  -4.03  -19.22  9.45  0.029
C  -3.25  -20.41  9.29  0.003
C  -3.17  -21.22  10.45  0.005
C  -2.60  -22.46  10.36  0.002
C  -2.18  -22.95  9.11  0.008
C  -2.21  -22.17  7.97  0.000
C  -2.71  -20.84  8.04  0.013
O  -2.58  -20.10  6.99  0.033
N  -2.26  -23.27  11.58  0.000
O  -2.58  -22.86  12.65  0.001
O  -1.60  -24.26  11.39  0.000
H  -4.39  -18.93  10.42  0.000
H  -3.52  -20.92  11.43  0.000
H  -1.81  -23.94  9.11  0.000
H  -1.83  -22.55  7.02  0.000
C  -1.54  -18.00  2.70  -0.001
C  -2.00  -18.57  3.86  0.013
N  -2.37  -17.81  4.90  0.013
C  -2.20  -16.49  4.89  0.018
C  -1.63  -15.83  3.80  -0.001
C  -1.29  -16.64  2.68  0.010
C  -1.35  -14.39  3.74  0.000
C  -1.92  -13.31  4.29  -0.001
C  -3.14  -13.04  5.02  0.000
C  -3.48  -11.77  5.39  0.000
C  -4.67  -11.58  6.09  0.000
N  -5.49  -12.60  6.35  0.000
C  -5.05  -13.78  5.89  0.000
N  -3.95  -14.08  5.26  0.000
H  -1.26  -18.67  1.87  0.000
H  -2.16  -19.62  3.95  0.001
H  -2.48  -15.95  5.82  0.006
H  -0.87  -16.24  1.78  0.001
H  -0.39  -14.19  3.25  0.000
H  -1.37  -12.41  4.13  0.000
H  -2.84  -10.96  5.21  0.000
H  -4.95  -10.66  6.56  0.000
H  -5.70  -14.65  6.13  0.000
C  -6.00  -18.05  5.10  0.008
N  -7.26  -18.47  4.50  0.002
C  -8.12  -19.08  5.46  0.000
N  -7.49  -20.30  6.04  0.001
C  -6.25  -19.91  6.70  0.005
N  -5.27  -19.21  5.76  0.013
C  -4.99  -20.18  4.65  0.007
N  -6.26  -20.61  4.00  0.002
C  -6.96  -19.42  3.47  0.000
C  -7.19  -21.25  4.98  0.000
H  -6.29  -17.32  5.90  0.001
H  -5.35  -17.60  4.33  0.001
H  -9.09  -19.33  4.97  0.000
H  -8.33  -18.39  6.29  0.000
H  -5.78  -20.84  7.04  0.000
H  -6.44  -19.18  7.49  0.000
H  -4.56  -21.06  5.10  0.000
H  -4.39  -19.76  3.86  0.001
H  -7.87  -19.75  2.96  0.000
H  -6.36  -18.93  2.72  0.000
H  -6.73  -22.12  5.44  0.000
H  -8.10  -21.58  4.50  0.000